C28H65IInN2O5 as an isolated structure. Source: the Open Molecules 2025 dataset; level of theory: ωB97M-V/def2-TZVPD.

Values from the calculation:
Energy = -2079.267655 a.u.
Charge = -1
Multiplicity = 1

Each line ends with the Mulliken charge.
Element x y z (Å)
C  0.8021  1.6930  2.7460  -1.38
C  -0.3412  0.8663  2.1901  -0.12
C  -0.1243  0.3896  0.7515  -0.06
C  -0.9343  1.1308  -0.3060  -0.88
C  -0.6069  2.6045  -0.5637  0.08
C  -1.7995  3.3585  -1.1951  -1.50
In  -3.1508  4.6212  0.0412  0.98
C  -2.3189  5.6324  1.8406  -1.49
C  -2.2955  4.8107  3.1397  0.13
C  -3.2891  5.3671  4.1079  -1.21
I  -3.2791  4.2404  5.9724  -0.13
O  -4.8152  3.4858  0.6497  -0.53
C  -5.9773  4.2245  0.8520  -1.15
C  -7.1846  3.3649  0.5625  1.21
C  -8.4546  4.2007  0.4189  -1.92
C  -7.3681  2.2732  1.6276  -0.97
C  -7.6272  0.8840  1.0335  0.73
C  -8.2409  -0.0635  2.0576  -1.63
C  -6.3359  0.3134  0.4890  -1.43
H  0.8298  2.6908  2.3250  0.32
H  0.7137  1.8055  3.8215  0.38
H  1.7501  1.2176  2.5150  0.40
H  -1.2938  1.3813  2.2660  0.07
H  -0.4182  -0.0125  2.8273  0.27
H  0.9404  0.4654  0.5332  0.22
H  -0.3975  -0.6526  0.7098  -0.03
H  -0.7754  0.5939  -1.2399  0.36
H  -1.9946  1.0350  -0.0795  0.31
H  -0.2068  3.0824  0.3255  0.02
H  0.2025  2.6159  -1.2952  0.32
H  -2.4341  2.6052  -1.6523  0.40
H  -1.4403  3.9960  -1.9970  0.32
H  -3.7951  5.9179  -1.0229  -0.42
H  -2.9745  6.4861  2.0021  0.53
H  -1.3357  6.0451  1.6397  0.37
H  -2.5015  3.7589  2.9829  0.13
H  -1.3175  4.8704  3.6009  0.39
H  -3.0438  6.3715  4.4146  0.54
H  -4.3099  5.2940  3.7615  0.36
H  -6.0299  5.1193  0.2184  0.35
H  -6.0450  4.5753  1.8965  0.03
H  -7.0178  2.8724  -0.3919  0.16
H  -8.2744  5.1002  -0.1613  0.46
H  -8.8193  4.5101  1.3947  0.38
H  -9.2372  3.6166  -0.0548  0.39
H  -6.4759  2.2163  2.2458  0.27
H  -8.2206  2.5353  2.2483  0.47
H  -8.3485  1.0316  0.2283  0.25
H  -8.7819  -0.8748  1.5793  0.39
H  -7.4629  -0.5033  2.6745  0.32
H  -8.9293  0.4672  2.7057  0.43
H  -6.4644  -0.6796  0.0649  0.45
H  -5.8889  0.9713  -0.2458  0.29
H  -5.6217  0.2314  1.3045  0.33
C  5.1472  -4.3536  0.4401  -0.41
O  4.2755  -5.4226  0.7601  -0.35
C  4.2549  -5.8156  2.1223  -0.82
C  2.9884  -5.3541  2.8102  -0.18
N  2.9739  -3.9085  2.9653  -0.27
C  1.6965  -3.3172  3.3538  -0.83
C  0.4770  -3.5359  2.4666  -0.54
O  0.5259  -2.8772  1.2179  -0.32
C  1.2820  -3.5184  0.2121  -0.50
H  5.2240  -4.3007  -0.6401  -0.03
H  4.7635  -3.3892  0.7900  0.23
H  6.1420  -4.5129  0.8712  0.38
H  5.1402  -5.4417  2.6471  0.39
H  4.2848  -6.9092  2.1444  0.42
H  2.9322  -5.8169  3.8015  0.39
H  2.1428  -5.7335  2.2197  0.18
H  3.2753  -3.4797  2.1015  0.02
H  1.8524  -2.2382  3.4241  0.43
H  1.4487  -3.6657  4.3625  0.40
H  -0.3750  -3.0979  2.9921  0.40
H  0.2436  -4.5997  2.3225  0.35
H  1.1989  -4.6073  0.2738  0.34
H  2.3381  -3.2335  0.2413  0.05
H  0.8797  -3.1919  -0.7472  0.30
C  7.4577  -2.9083  -6.8307  -0.69
O  7.7333  -1.7496  -6.0745  -0.34
C  6.8874  -0.6376  -6.3370  -0.80
C  5.9111  -0.3794  -5.2125  -0.17
N  4.8981  -1.4197  -5.1245  -0.30
C  4.0583  -1.3796  -3.9300  -0.84
C  4.7120  -1.4653  -2.5577  -0.45
O  5.2615  -2.7312  -2.2322  -0.33
C  6.5341  -3.0024  -2.7861  -0.57
H  8.3114  -3.5754  -6.7218  0.23
H  6.5628  -3.4369  -6.4832  0.28
H  7.3314  -2.6706  -7.8913  0.33
H  6.3597  -0.7746  -7.2860  0.41
H  7.5348  0.2381  -6.4344  0.39
H  5.4147  0.5775  -5.4020  0.35
H  6.4962  -0.2696  -4.2891  0.16
H  5.3416  -2.3260  -5.1864  0.12
H  3.3500  -2.2078  -4.0051  0.40
H  3.4680  -0.4584  -3.9610  0.41
H  3.9225  -1.2976  -1.8214  0.29
H  5.4605  -0.6797  -2.3972  0.34
H  7.1535  -2.1031  -2.8333  0.29
H  6.4644  -3.4491  -3.7823  0.14
H  7.0237  -3.7272  -2.1340  0.32



A 7-piece molecular cluster, C28H65NO12 overall. Source: the Open Molecules 2025 dataset; level of theory: ωB97M-V/def2-TZVPD.

Values from the calculation:
Energy = -2063.170791 a.u.
SMILES string = CCOC(C)=O.CCCC#N.COCCOC.COCCOC.COCCOC.COCCOC.COCCOC
Charge = 0
Multiplicity = 1

Each line ends with the Mulliken charge.
Element x y z (Å)
C  15.9768  14.3526  20.7930  -0.60
O  14.8533  14.1645  20.0724  -0.47
C  14.8975  13.1400  19.0603  -0.23
C  15.6595  13.5675  17.7906  0.03
O  17.0398  13.5282  17.9395  -0.43
C  17.5992  12.3365  18.4449  -0.50
H  15.6877  15.0807  21.6405  0.24
H  16.7727  14.8543  20.1886  0.20
H  16.3372  13.4690  21.2332  0.29
H  13.8172  13.0681  18.8108  0.21
H  15.3452  12.2392  19.4981  0.32
H  15.4131  14.6374  17.5386  0.36
H  15.2308  12.9423  16.9996  -0.03
H  17.8202  12.2437  19.5014  0.27
H  18.5714  12.2072  17.9832  0.30
H  17.0002  11.4641  18.0438  0.04
C  17.4775  10.1063  10.8370  -0.70
O  16.4700  11.0367  10.7036  -0.39
C  15.2125  10.4907  11.0288  -0.12
C  14.1708  11.4169  10.7010  -0.19
O  14.2053  12.6584  11.4385  -0.08
C  13.2503  13.6712  11.2027  -0.80
H  18.3136  10.5463  10.3400  0.26
H  17.2361  9.1600  10.3653  0.40
H  17.7401  9.8370  11.8693  0.14
H  15.2211  10.3362  12.1009  -0.13
H  15.1539  9.4885  10.6075  0.57
H  13.2478  10.9274  10.9796  -0.09
H  14.1443  11.6052  9.6182  0.38
H  12.1859  13.3932  11.2354  0.23
H  13.4687  14.0828  10.2135  0.29
H  13.4410  14.3703  11.9696  0.26
C  7.5598  11.3076  12.3295  -0.83
O  8.9001  11.2557  11.9186  -0.29
C  9.4235  9.9862  11.6245  0.02
C  9.2913  9.5618  10.1736  -0.75
O  7.9642  9.3190  9.8613  -0.32
C  7.8613  9.3315  8.4802  -0.73
H  7.3591  12.2494  12.8126  0.24
H  7.4612  10.5114  13.0664  0.36
H  6.9362  11.0625  11.5177  0.26
H  9.1253  9.1687  12.2936  0.34
H  10.4775  9.9901  11.7167  -0.03
H  9.9899  8.7410  10.0284  0.44
H  9.7051  10.3968  9.5969  0.36
H  8.6074  8.6335  8.0438  0.28
H  8.0985  10.3545  8.1119  0.31
H  6.8621  9.0817  8.0996  0.27
C  12.9788  5.3051  13.7128  -0.98
O  12.7867  5.5099  15.0885  -0.22
C  11.8139  4.6990  15.7063  -0.43
C  11.3876  5.4108  17.0020  -0.60
O  10.5428  6.5832  16.8684  -0.24
C  9.2561  6.2825  16.2901  -0.79
H  14.0417  5.2392  13.5407  0.27
H  12.6246  6.0343  13.0353  0.29
H  12.5305  4.3705  13.4420  0.51
H  12.1469  3.6358  15.7744  0.39
H  10.8882  4.5887  15.0706  0.41
H  12.2319  5.8352  17.4895  0.12
H  10.8938  4.7546  17.7228  0.43
H  9.2557  6.2011  15.1574  0.21
H  8.6459  7.1753  16.5327  0.25
H  8.8129  5.3272  16.6597  0.34
C  15.4930  8.0584  15.4523  -0.89
O  15.6497  9.1866  16.2529  0.13
C  15.4946  8.9942  17.5957  -0.73
C  14.3549  9.8644  18.1618  -0.22
O  13.0502  9.3863  17.9390  -0.17
C  12.6112  8.4924  18.9847  -0.69
H  15.7941  8.2898  14.4346  0.22
H  14.4402  7.7868  15.4443  0.31
H  16.0928  7.2010  15.8571  0.31
H  16.4273  9.2543  18.1148  0.32
H  15.3069  7.8982  17.8162  0.45
H  14.5969  10.7401  17.5753  -0.33
H  14.5470  10.1740  19.1757  0.70
H  11.6233  7.9726  18.7403  0.08
H  12.5761  9.1393  19.9018  0.28
H  13.3394  7.6795  19.0537  0.31
C  10.9062  12.1508  14.4892  -1.05
C  11.4330  10.8971  15.2530  -0.60
C  12.7651  10.4436  14.7228  2.79
C  12.7272  9.5606  13.5125  -0.27
N  12.7097  8.9158  12.5801  -0.57
H  11.6504  12.8869  14.4466  0.37
H  10.0780  12.6338  15.0345  0.40
H  10.4871  11.8526  13.5459  0.02
H  10.8366  10.0092  15.1796  0.56
H  11.6059  11.1881  16.2793  0.26
H  13.2424  9.8422  15.4613  -1.35
H  13.4712  11.3515  14.5137  -0.58
O  18.9582  12.0258  13.6254  -0.60
C  18.2400  11.6172  14.4928  0.76
O  17.0433  12.0785  14.6973  0.07
C  16.5197  13.0746  13.7150  0.31
C  17.0502  14.4421  14.1487  -1.50
C  18.6248  10.4886  15.4446  -0.85
H  15.4407  13.1232  13.9026  -0.17
H  16.8404  12.7850  12.7476  0.36
H  16.6420  15.1477  13.5009  0.53
H  18.1450  14.4180  13.9494  0.36
H  16.8608  14.7301  15.1501  0.23
H  19.6156  10.6310  15.9120  0.34
H  18.7905  9.6555  14.7775  0.33
H  17.8722  10.3142  16.1810  -0.17



Strongest force on any atom values, unit eV/A, following the record order: 0.80; 3.77.
LUMO level values, unit Eh, following the record order: 0.0707; 0.0233.
HOMO energy values, unit eV, following the record order: -4.7; -9.2.